Entry from OMol25: a 14-piece molecular cluster, C9H34O16S overall (ωB97M-V/def2-TZVPD).

Each line ends with the natural charge from an NBO analysis.
Atoms and positions in Å:
C: 0.66800 -3.32460 2.38105  -0.10
C: 0.95492 -2.45206 1.61101  -0.09
C: 1.03142 -1.58797 0.44655  -0.16
C: 0.22284 -0.58431 0.08255  -0.02
C: -0.97528 -0.05979 0.82581  -0.47
C: -2.35323 -0.64795 0.35719  -0.42
C: -2.26281 -2.04693 -0.34807  -0.52
S: -3.99152 -2.72014 -0.37349  -0.10
C: 0.82918 -0.13853 -1.24958  0.79
O: 0.28409 0.56890 -2.03678  -0.56
O: 2.07949 -0.70049 -1.39671  -0.52
C: 2.16690 -1.80257 -0.55244  0.78
O: 2.89858 -2.72412 -0.59389  -0.47
H: 0.38458 -4.20599 2.93324  0.26
H: -0.90707 -0.19138 1.91935  0.28
H: -1.03415 1.03533 0.67209  0.24
H: -2.90604 0.06527 -0.27455  0.21
H: -2.96338 -0.77798 1.28372  0.24
H: -1.93441 -1.89973 -1.38990  0.25
H: -1.60551 -2.73921 0.20071  0.22
H: -3.90236 -4.02369 -0.74857  0.15
O: 5.77512 -1.37267 -0.89503  -0.93
H: 5.82862 -0.55894 -0.37871  0.47
H: 4.83040 -1.50454 -1.03046  0.46
O: 2.53069 -0.30708 -4.60505  -0.94
H: 2.34480 -0.34288 -3.66086  0.47
H: 3.04022 0.50582 -4.71128  0.47
O: -0.75926 0.74123 4.22765  -0.96
H: -0.39009 1.62843 4.33088  0.49
H: -1.10509 0.52941 5.10010  0.47
O: -0.77335 -1.84345 -3.44504  -0.95
H: -0.29163 -1.11374 -3.03991  0.46
H: -1.19055 -1.44921 -4.21835  0.48
O: -1.60734 3.62160 3.91255  -0.99
H: -2.32792 3.27384 3.36929  0.49
H: -1.68278 4.58028 3.82198  0.49
O: -3.69062 1.84516 2.79832  -0.96
H: -3.86556 1.43766 1.94458  0.47
H: -3.45712 1.10088 3.36649  0.49
O: -2.42282 6.75807 3.69238  -0.95
H: -2.36465 7.58213 4.18620  0.48
H: -3.36541 6.64933 3.52689  0.47
O: 3.09809 1.03155 -7.47586  -0.94
H: 2.89709 0.58105 -6.64990  0.47
H: 2.86049 1.94696 -7.30148  0.47
O: 5.00464 -0.03955 1.95552  -0.93
H: 4.34728 0.49938 2.40865  0.47
H: 4.48385 -0.69647 1.48103  0.46
O: 0.00685 3.85349 -1.32448  -0.94
H: -0.49349 3.68282 -0.51984  0.47
H: 0.14564 2.97918 -1.70562  0.47
O: 1.89436 2.54351 -5.19010  -0.95
H: 1.69272 2.09256 -4.36289  0.47
H: 1.65739 3.46195 -5.02001  0.48
O: 1.07233 -6.24575 1.03273  -0.94
H: 1.95448 -6.02558 0.71386  0.48
H: 0.48492 -5.74015 0.46162  0.47
O: -4.10617 -1.22995 3.08590  -0.97
H: -4.37078 -1.60724 3.93159  0.48
H: -4.36961 -1.89117 2.43732  0.49

Results
* LUMO level: -0.0702 Eh
* net charge: 0
* frontier orbital gap: 7.8 eV

---

Entry from OMol25: C49H50N8O11S2Y as an isolated structure (ωB97M-V/def2-TZVPD).

Each line ends with the Löwdin charge.
Atoms and positions in Å:
Y: -0.10168 0.19994 0.04164  1.66
C: 1.67951 -1.97883 4.29100  0.00
N: 0.37391 -1.33918 4.37569  -0.11
C: -0.13217 -1.02636 5.70641  -0.02
C: -0.24106 -0.92131 3.27206  -0.39
O: 0.21434 -1.10291 2.13436  -0.05
C: -1.55588 -0.18025 3.41486  -0.11
O: -1.81572 0.33167 2.14382  -0.19
C: -2.78516 1.35146 2.05348  -0.10
C: -2.21312 2.41204 1.14702  -0.39
O: -1.07208 2.25627 0.68614  -0.06
N: -2.95047 3.48851 0.91363  -0.10
C: -4.34110 3.56013 1.35545  -0.01
C: -2.44319 4.56386 0.06901  0.00
H: 1.66941 -2.90818 4.85995  0.10
H: 2.44848 -1.31994 4.69986  0.10
H: 1.90327 -2.19145 3.25096  0.08
H: 0.35036 -1.68716 6.42201  0.10
H: -1.20525 -1.19812 5.77090  0.10
H: 0.09336 0.00663 5.98145  0.10
H: -1.47422 0.61314 4.16611  0.13
H: -2.33960 -0.87867 3.73898  0.15
H: -3.01435 1.77113 3.03899  0.15
H: -3.69507 0.95328 1.61058  0.09
H: -4.41653 3.53375 2.44389  0.10
H: -4.92742 2.74560 0.92602  0.08
H: -4.75575 4.50529 1.01643  0.10
H: -1.37380 4.43638 -0.06922  0.09
H: -2.63907 5.51867 0.55628  0.10
H: -2.93089 4.54972 -0.90635  0.10
C: 4.64723 0.72181 1.71392  -0.05
O: 4.42864 -0.64134 1.27581  0.03
C: 3.15332 -0.70374 0.88481  -0.32
N: 2.42944 0.33900 0.95178  0.13
C: 3.28043 1.41609 1.51016  -0.20
C: 2.71453 2.02375 2.77893  -0.15
C: 1.34208 2.10502 2.97742  -0.03
C: 0.81520 2.69740 4.11449  -0.07
C: 1.65954 3.22525 5.08094  -0.08
C: 3.03092 3.17059 4.88502  -0.07
C: 3.55242 2.58061 3.74175  -0.03
C: 2.69738 -2.00592 0.35832  -0.17
C: 3.46974 -3.16085 0.38698  0.04
C: 2.93794 -4.31168 -0.17421  -0.01
C: 1.68380 -4.27298 -0.76866  0.05
C: 1.00475 -3.06784 -0.75190  -0.16
N: 1.49269 -1.96929 -0.18175  0.14
C: -0.26483 -2.77319 -1.43580  -0.37
N: -0.71676 -1.59339 -1.34345  0.05
C: -1.91248 -1.47790 -2.14602  -0.18
C: -1.93030 -2.83496 -2.89322  -0.02
O: -0.89818 -3.63533 -2.20910  0.05
C: -2.97988 -0.86396 -1.17742  -0.39
C: -4.23189 -0.61111 -2.03255  -0.04
C: -5.51034 -0.28259 -1.33874  -0.09
C: -5.80173 0.20146 -0.01601  -0.11
C: -5.31508 -0.50274 1.07890  -0.16
C: -4.37309 -1.50156 1.01127  -0.06
H: 5.44778 1.14118 1.10917  0.14
H: 4.95612 0.67471 2.75521  0.12
H: 3.33334 2.19721 0.74921  0.14
H: 0.67858 1.73527 2.21425  0.07
H: -0.25980 2.77359 4.23265  0.10
H: 1.25371 3.69400 5.96777  0.11
H: 3.70140 3.59782 5.61901  0.11
H: 4.62688 2.57446 3.60494  0.11
H: 4.45796 -3.14435 0.82310  0.13
H: 3.51037 -5.22940 -0.17199  0.12
H: 1.25261 -5.13689 -1.25471  0.13
H: -1.73553 -0.68335 -2.87867  0.14
H: -1.56666 -2.69989 -3.90961  0.11
H: -2.84568 -3.41021 -2.89635  0.09
H: -4.22163 -0.56230 -3.11807  0.16
H: -6.31428 -0.19037 -2.06475  0.15
H: -6.70406 0.78934 0.07493  0.09
H: -5.76853 -0.30072 2.04550  0.11
H: -4.18238 -2.14669 1.85779  0.10
O: 1.75307 5.06766 -2.36376  0.08
C: 0.50603 4.72813 -2.77951  -0.27
C: -0.23237 5.56722 -3.61063  -0.02
C: -1.48274 5.18106 -4.06784  -0.08
C: -2.01050 3.94937 -3.70561  -0.10
C: -1.26952 3.11550 -2.88251  -0.05
C: -0.01571 3.48799 -2.40755  -0.10
C: 0.69726 2.53107 -1.49549  -0.59
O: 1.38940 2.90099 -0.55336  0.05
O: 0.44850 1.28174 -1.74273  -0.18
H: 1.96189 5.95186 -2.68288  0.11
H: 0.18425 6.52442 -3.90577  0.12
H: -2.04164 5.84906 -4.71073  0.11
H: -2.98981 3.65057 -4.05704  0.11
H: -1.65794 2.15175 -2.57244  0.11
C: -0.86702 0.76508 -5.53384  -0.02
N: 0.47253 1.08057 -5.08725  -0.10
C: 1.05715 2.33697 -5.15009  -0.06
C: 2.28752 2.23517 -4.62049  -0.06
N: 2.44040 0.91433 -4.24088  0.07
C: 1.32304 0.19687 -4.50902  -0.82
S: 1.10502 -1.44426 -4.22583  0.63
H: -1.01814 1.14309 -6.54363  0.10
H: -1.60184 1.21467 -4.86459  0.07
H: -0.97277 -0.31696 -5.53058  0.05
H: 0.53264 3.18656 -5.55073  0.13
H: 3.05443 2.97262 -4.47004  0.12
H: 3.22110 0.49902 -3.76616  0.15
O: -5.17734 -3.23332 -3.45218  -0.25
S: -5.49094 -3.23407 -2.05446  0.73
O: -6.82004 -3.48846 -1.61462  -0.23
N: -4.95096 -1.77891 -1.41772  -0.10
C: -3.84175 -1.89911 -0.29831  -0.20
O: -2.34975 0.14768 -0.53975  -0.20
C: -3.50591 -3.36299 -0.31976  -0.14
C: -2.52330 -3.96857 0.45104  -0.01
C: -2.36445 -5.34512 0.38807  -0.05
C: -3.17672 -6.12656 -0.42936  -0.05
C: -4.16897 -5.53428 -1.19481  -0.02
C: -4.30654 -4.15860 -1.12418  -0.22
H: -1.89302 -3.36570 1.09565  0.12
H: -1.60013 -5.82254 0.98834  0.11
H: -3.03545 -7.19802 -0.46421  0.11
H: -4.81475 -6.12608 -1.83044  0.13

Results
* LUMO level: -0.0945 Eh
* net charge: +1
* frontier orbital gap: 5.8 eV

---

Entry from OMol25: C30H15ClN4O4S7W as an isolated structure (ωB97M-V/def2-TZVPD).

Each line ends with the natural charge from an NBO analysis.
Atoms and positions in Å:
W: 0.07747 0.79397 0.90004  0.97
Cl: -5.41599 3.28149 -3.39107  0.03
C: -4.13769 2.94748 -2.27431  -0.06
C: -3.18938 3.93872 -1.99603  -0.15
C: -2.16989 3.70155 -1.10261  -0.23
C: -2.07346 2.45648 -0.47483  0.35
O: -1.11635 2.24582 0.41556  -0.66
C: -3.00411 1.45981 -0.77735  -0.13
C: -2.90252 0.18052 -0.16334  0.21
N: -1.91465 -0.24680 0.55363  -0.52
C: -2.04227 -1.57105 1.06028  0.22
C: -3.20582 -2.17964 1.43060  -0.23
C: -3.19384 -3.53956 1.81484  -0.19
C: -2.03935 -4.26546 1.79008  -0.19
C: -0.81981 -3.64677 1.41799  -0.02
C: 0.41573 -4.32019 1.31241  -0.10
C: 1.51415 -3.62843 0.89140  -0.26
C: 1.41700 -2.24434 0.67422  0.13
N: 0.29985 -1.57147 0.84265  -0.46
C: -0.82965 -2.27838 1.11521  0.11
C: -4.05420 1.71902 -1.67261  -0.17
H: -3.26913 4.89857 -2.48795  0.25
H: -1.43630 4.45958 -0.87527  0.25
H: -3.72631 -0.50686 -0.34434  0.20
H: -4.13619 -1.62748 1.45569  0.23
H: -4.12135 -4.00597 2.11700  0.23
H: -2.03758 -5.31490 2.05390  0.23
H: 0.47342 -5.37625 1.54427  0.23
H: 2.47280 -4.10824 0.75919  0.24
H: 2.29082 -1.66935 0.39975  0.24
H: -4.78226 0.94914 -1.89376  0.23
S: 1.70238 2.23616 -0.35381  0.14
C: 1.35512 1.39937 -1.82046  -0.23
S: 0.22105 0.13934 -1.45393  0.05
C: 1.81640 1.68472 -3.06556  -0.37
C: 1.36855 0.92532 -4.19000  0.28
N: 0.99876 0.28569 -5.07164  -0.30
C: 2.74165 2.75514 -3.26553  0.28
N: 3.49346 3.61232 -3.41539  -0.29
O: 2.63535 -3.34642 5.77448  -0.54
C: 2.21169 -2.50472 5.03941  0.21
S: 0.50911 -1.97758 5.01764  0.35
C: 0.68305 -0.81552 3.72637  -0.39
C: 1.90349 -0.67026 3.19116  -0.45
S: 2.25314 0.40292 1.84677  0.12
S: 3.20255 -1.64451 3.83771  0.34
S: -0.72518 0.06001 3.20083  -0.03
O: -4.67014 6.93108 2.96480  -0.67
C: -3.73571 6.86011 1.98957  0.77
O: -3.79260 7.59867 1.04799  -0.56
C: -2.65572 5.83967 2.16678  -0.21
C: -1.43714 6.07269 1.53734  -0.11
C: -0.42228 5.13693 1.62356  -0.24
C: -0.61082 3.95083 2.33409  -0.15
S: 0.71969 2.78700 2.41738  0.02
C: -1.81997 3.73208 2.98730  -0.22
C: -2.83844 4.66819 2.89604  -0.19
H: -4.41399 6.37829 3.71294  0.48
H: -1.31200 6.98723 0.97216  0.23
H: 0.52720 5.29629 1.12863  0.24
H: -1.96054 2.82496 3.56040  0.23
H: -3.78696 4.45525 3.37733  0.21

Results
* energy relative to the best compared isomer or geometry (same formula, charge and spin): 18.79 kcal per mole
* LUMO level: -0.0942 Eh
* net charge: 0
* frontier orbital gap: 5.3 eV

---

Table of strongest force on any atom (eV/Å), in record order: 2.9, 1.0, 0.3
Table of E_tot (eV), in record order: -53477.8714, -108779.7602, -135701.0122
Table of E_HOMO (eV), in record order: -9.7, -8.4, -7.9